(1)
This record from the OMol25 dataset describes a structure of composition C49H78BCl3FI2N11O6PS. The level of theory is ωB97M-V with the def2-TZVPD basis set.

Values from the calculation:
F_max ... 1.47 eV/Å
Kohn-Sham gap ... 6.554 eV
Charge ... -1
Energy relative to the best compared isomer or geometry (same formula, charge and spin) ... 0.0 kJ/mol

Last column: Löwdin charge in e.
Element x y z (Å)
C  2.374  3.149  -2.013  -0.141
C  1.070  2.729  -2.586  -0.760
Cl  1.047  2.672  -4.299  0.769
C  -0.032  2.451  -1.893  -0.661
Cl  0.109  2.650  -0.189  0.804
C  -1.486  2.076  -2.305  -0.472
C  -2.340  3.341  -2.394  -0.619
I  -1.423  5.205  -2.749  1.021
C  -3.667  3.387  -2.284  -0.734
C  -4.510  4.618  -2.373  -0.235
I  -4.824  1.669  -1.973  1.247
O  -1.902  1.207  -1.264  -0.113
B  -1.474  -0.158  -1.650  -1.015
O  -2.747  -0.994  -1.407  0.036
C  -2.866  -2.101  -2.010  -0.415
N  -3.000  -3.140  -2.508  0.155
P  -0.201  -1.239  -0.544  0.651
O  -0.448  -0.708  0.990  -0.379
Cl  1.763  -0.719  -1.063  0.198
O  -1.031  -0.081  -3.050  0.030
C  -1.766  1.033  -3.425  -0.345
S  -1.844  1.302  -5.221  0.627
O  -0.763  0.751  -5.952  -0.268
O  -3.177  0.958  -5.585  -0.269
F  -1.771  2.840  -5.309  -0.176
H  2.225  3.902  -1.252  0.065
H  2.894  2.293  -1.604  0.052
H  3.003  3.554  -2.792  0.035
H  -4.368  5.080  -3.342  0.055
H  -4.230  5.312  -1.592  0.059
H  -5.552  4.360  -2.278  0.028
H  -1.301  -0.248  1.007  0.010
H  -2.798  0.746  -3.263  0.036
C  -0.230  -1.692  4.709  -0.108
C  -1.519  -1.513  5.503  -0.267
C  -2.749  -1.450  4.593  -0.186
C  -2.687  -0.296  3.699  -0.223
N  -2.566  0.580  2.970  0.171
H  -0.058  -0.853  4.033  0.071
H  0.615  -1.762  5.386  0.020
H  -0.261  -2.604  4.109  0.077
H  -1.463  -0.604  6.106  0.106
H  -1.644  -2.344  6.198  0.098
H  -3.666  -1.392  5.181  0.115
H  -2.810  -2.357  3.989  0.121
C  -9.063  0.186  2.340  -0.115
C  -8.293  -0.392  1.158  -0.260
C  -7.080  0.454  0.761  -0.213
C  -7.465  1.787  0.300  -0.313
N  -7.799  2.830  -0.043  0.140
H  -9.469  1.170  2.103  0.069
H  -9.897  -0.462  2.612  0.066
H  -8.418  0.287  3.215  0.074
H  -8.960  -0.499  0.301  0.110
H  -7.937  -1.393  1.408  0.107
H  -6.523  -0.041  -0.038  0.054
H  -6.394  0.561  1.603  0.124
C  5.016  0.217  -3.087  -0.102
C  6.051  -0.232  -2.060  -0.249
C  5.688  0.225  -0.644  -0.187
C  5.674  1.683  -0.551  -0.240
N  5.623  2.829  -0.518  0.151
H  4.949  1.303  -3.132  0.038
H  5.283  -0.138  -4.084  0.076
H  4.024  -0.167  -2.841  0.044
H  7.036  0.153  -2.331  0.108
H  6.128  -1.320  -2.061  0.105
H  6.404  -0.164  0.081  0.116
H  4.704  -0.155  -0.361  0.096
C  5.292  3.250  -5.243  -0.108
C  5.685  4.691  -5.540  -0.253
C  5.037  5.687  -4.573  -0.187
C  3.582  5.685  -4.692  -0.234
N  2.439  5.622  -4.770  0.165
H  4.216  3.099  -5.351  0.066
H  5.794  2.564  -5.925  0.075
H  5.572  2.978  -4.225  0.057
H  5.414  4.946  -6.566  0.111
H  6.768  4.798  -5.462  0.107
H  5.398  6.693  -4.764  0.092
H  5.307  5.446  -3.543  0.125
C  0.037  -7.317  0.316  -0.117
C  -1.113  -6.351  0.581  -0.253
C  -0.866  -4.956  -0.001  -0.200
C  0.281  -4.293  0.610  -0.302
N  1.177  -3.745  1.073  0.159
H  0.959  -6.970  0.785  0.071
H  -0.189  -8.306  0.716  0.067
H  0.219  -7.421  -0.755  0.066
H  -1.287  -6.274  1.656  0.108
H  -2.029  -6.745  0.138  0.107
H  -1.739  -4.318  0.142  0.110
H  -0.704  -5.010  -1.079  0.116
C  4.381  -4.514  5.883  -0.105
C  4.719  -3.171  6.520  -0.257
C  3.922  -2.903  7.803  -0.184
C  2.487  -2.817  7.544  -0.189
N  1.360  -2.769  7.333  0.181
H  3.334  -4.556  5.580  0.075
H  4.988  -4.678  4.995  0.074
H  4.569  -5.335  6.577  0.075
H  4.538  -2.368  5.804  0.115
H  5.781  -3.139  6.770  0.106
H  4.245  -1.966  8.258  0.117
H  4.100  -3.693  8.534  0.120
C  2.313  -5.670  -1.986  -0.106
C  2.784  -4.314  -2.498  -0.256
C  3.568  -4.413  -3.810  -0.189
C  4.814  -5.164  -3.661  -0.245
N  5.791  -5.756  -3.543  0.130
H  3.156  -6.326  -1.759  0.077
H  1.735  -5.543  -1.071  0.025
H  1.680  -6.169  -2.723  0.081
H  3.391  -3.828  -1.733  0.107
H  1.920  -3.669  -2.665  0.102
H  3.814  -3.417  -4.173  0.113
H  2.959  -4.890  -4.580  0.120
C  -4.539  -3.738  -4.912  -0.118
C  -6.041  -3.476  -4.859  -0.259
C  -6.377  -2.032  -4.470  -0.176
C  -5.926  -1.696  -3.123  -0.208
N  -5.534  -1.441  -2.075  0.140
H  -4.066  -3.596  -3.941  -0.011
H  -4.344  -4.764  -5.227  0.069
H  -4.053  -3.069  -5.624  0.080
H  -6.513  -4.164  -4.154  0.106
H  -6.484  -3.670  -5.838  0.099
H  -7.455  -1.867  -4.516  0.114
H  -5.915  -1.336  -5.172  0.124
C  -0.679  0.280  11.612  -0.112
C  0.034  -0.940  11.038  -0.262
C  -0.358  -1.238  9.586  -0.207
C  -1.773  -1.579  9.461  -0.242
N  -2.887  -1.840  9.365  0.143
H  -1.759  0.130  11.635  0.071
H  -0.348  0.476  12.632  0.068
H  -0.472  1.170  11.015  0.076
H  -0.175  -1.813  11.659  0.110
H  1.113  -0.777  11.069  0.104
H  0.231  -2.068  9.202  0.066
H  -0.141  -0.377  8.953  0.122
C  1.796  8.247  -2.112  -0.105
C  1.763  9.657  -2.702  -0.258
C  2.469  9.781  -4.056  -0.192
C  3.903  9.526  -3.964  -0.235
N  5.033  9.338  -3.897  0.144
H  2.814  7.911  -1.906  0.073
H  1.243  8.219  -1.174  0.073
H  1.337  7.533  -2.797  0.047
H  2.206  10.367  -2.000  0.108
H  0.723  9.954  -2.842  0.106
H  2.336  10.787  -4.458  0.115
H  2.030  9.086  -4.773  0.120

(2)
This record from the OMol25 dataset describes a structure of composition C49H85ClF12N15O13S4. The level of theory is ωB97M-V with the def2-TZVPD basis set.

Values from the calculation:
F_max ... 19.73 eV/Å
Kohn-Sham gap ... 5.263 eV
Charge ... +3
Energy relative to the best compared isomer or geometry (same formula, charge and spin) ... 6285.2 kJ/mol

Last column: Löwdin charge in e.
Element x y z (Å)
C  5.012  -2.060  -2.950  0.022
C  5.387  -1.988  -1.426  -0.294
O  6.495  -2.435  -1.040  0.099
N  4.629  -0.942  -0.639  -0.134
H  4.478  -0.161  -1.261  0.031
H  3.773  -1.248  -0.200  -0.222
C  5.420  -0.351  0.552  0.015
H  5.599  -1.260  -3.401  0.111
H  3.980  -1.711  -2.984  0.002
H  5.279  -3.066  -3.273  0.135
H  4.727  0.355  1.009  0.008
H  6.292  0.156  0.138  0.108
H  5.711  -1.110  1.278  0.105
C  -2.157  -3.542  -0.160  -0.213
C  -0.969  -4.171  -0.892  -0.096
N  -1.322  -4.616  -2.229  0.003
C  -2.075  -5.716  -2.619  -0.018
C  -2.029  -5.879  -3.962  -0.001
N  -1.279  -4.831  -4.468  -0.048
C  -0.871  -4.001  -3.385  0.021
C  -0.924  -4.583  -5.843  0.018
H  -3.057  -4.155  -0.105  0.124
H  -2.493  -2.636  -0.663  0.027
H  -1.809  -3.269  0.836  0.056
H  -0.646  -5.070  -0.367  0.132
H  -0.161  -3.447  -0.792  0.101
H  -2.612  -6.198  -1.816  0.133
H  -2.600  -6.593  -4.536  0.141
H  -0.359  -3.064  -3.223  0.078
H  0.165  -4.568  -5.888  0.118
H  -1.613  -3.833  -6.231  0.108
H  -1.269  -5.535  -6.245  0.105
C  -1.095  -1.525  4.106  -0.056
C  -1.676  -2.968  4.305  -0.133
N  -2.033  -3.305  5.638  -0.054
C  -1.116  -3.548  6.664  0.010
C  -1.817  -3.982  7.708  -0.031
N  -3.167  -3.867  7.503  -0.060
C  -3.274  -3.526  6.128  0.075
C  -4.229  -4.182  8.473  0.025
H  -0.262  -1.542  4.809  0.065
H  -1.777  -0.715  4.367  0.077
H  -0.878  -1.365  3.050  -0.012
H  -1.134  -3.772  3.808  0.151
H  -2.527  -2.944  3.625  0.124
H  -0.069  -3.458  6.412  0.146
H  -1.485  -4.464  8.616  0.152
H  -4.192  -3.496  5.559  0.168
H  -4.328  -5.266  8.529  0.115
H  -5.196  -3.791  8.155  0.102
H  -4.101  -3.582  9.374  0.111
C  -4.608  6.343  3.588  -0.044
C  -4.793  5.495  4.853  -0.156
N  -4.208  4.182  4.751  -0.069
C  -3.697  3.445  5.797  -0.007
C  -3.307  2.253  5.319  0.014
N  -3.522  2.290  3.924  -0.013
C  -4.165  3.483  3.622  0.026
C  -3.333  1.162  3.010  -0.108
H  -4.620  5.827  2.628  0.052
H  -3.611  6.773  3.682  0.082
H  -5.382  7.107  3.656  0.100
H  -5.838  5.263  5.061  0.140
H  -4.436  6.010  5.746  0.140
H  -3.824  3.758  6.823  0.146
H  -2.923  1.352  5.772  0.132
H  -4.491  3.848  2.659  0.158
H  -3.151  0.275  3.618  0.099
H  -2.517  1.349  2.312  0.048
H  -4.163  1.130  2.305  -0.022
C  1.690  -1.172  3.397  -0.037
C  2.197  -0.049  2.375  -0.140
N  2.807  1.049  3.091  0.016
C  2.723  1.454  4.391  -0.026
C  3.682  2.358  4.718  0.020
N  4.239  2.663  3.506  -0.078
C  3.664  1.902  2.547  -0.027
C  5.278  3.619  3.173  0.028
H  1.104  -0.745  4.211  0.041
H  2.367  -1.982  3.666  0.102
H  0.966  -1.759  2.832  0.045
H  1.358  0.358  1.811  0.111
H  2.920  -0.497  1.693  0.051
H  2.016  1.038  5.094  0.128
H  3.830  2.889  5.647  0.146
H  4.034  1.845  1.534  0.112
H  5.161  3.880  2.121  0.103
H  6.254  3.159  3.323  0.109
H  5.316  4.416  3.917  0.109
C  -1.130  1.622  -2.845  -0.001
C  0.014  2.262  -2.061  -0.174
N  -0.343  3.002  -0.892  0.005
C  -0.711  2.402  0.304  -0.004
C  -1.076  3.365  1.241  0.021
N  -1.148  4.532  0.513  -0.097
C  -0.617  4.317  -0.726  0.049
C  -1.759  5.749  0.894  -0.010
H  -1.829  1.060  -2.225  0.103
H  -0.820  1.035  -3.709  -0.012
H  -1.682  2.500  -3.183  0.114
H  0.481  3.104  -2.571  0.128
H  0.863  1.642  -1.773  0.044
H  -0.657  1.328  0.398  0.097
H  -1.326  3.097  2.257  0.127
H  -0.604  5.070  -1.500  0.179
H  -1.537  5.887  1.952  0.100
H  -2.848  5.716  0.926  0.095
H  -1.469  6.647  0.347  0.119
C  -1.810  0.049  1.788  -0.098
C  -0.808  -1.104  1.467  -0.148
N  -0.445  -1.285  -0.028  0.050
C  -1.282  -1.207  -1.165  -0.019
C  -0.529  -1.596  -2.276  -0.075
N  0.850  -1.667  -1.921  0.035
C  0.879  -1.433  -0.529  -0.156
C  1.995  -1.779  -2.804  -0.131
H  -1.448  1.047  1.542  0.047
H  -2.193  0.109  2.807  0.020
H  -2.683  -0.226  1.196  0.072
H  -1.068  -2.019  1.999  0.091
H  0.162  -0.964  1.943  0.049
H  -2.360  -1.157  -1.128  -0.050
H  -0.693  -1.818  -3.320  -0.020
H  1.789  -1.305  0.039  -0.108
H  1.835  -2.567  -3.539  0.117
H  2.861  -1.854  -2.146  0.067
H  2.078  -0.819  -3.312  0.029
C  3.327  -1.115  -4.669  -0.153
C  3.119  0.262  -3.876  -0.126
N  3.562  1.432  -4.640  0.008
C  3.078  1.974  -5.782  0.017
C  3.614  3.291  -5.928  0.034
N  4.713  3.335  -5.095  -0.072
C  4.491  2.359  -4.173  -0.033
C  5.578  4.501  -4.770  0.045
H  4.403  -1.153  -4.840  0.084
H  2.903  -1.235  -5.666  0.128
H  3.085  -1.951  -4.012  0.052
H  3.598  0.200  -2.899  0.018
H  2.050  0.347  -3.677  0.092
H  2.221  1.593  -6.318  0.132
H  3.349  4.141  -6.539  0.135
H  4.956  2.057  -3.246  0.143
H  5.480  4.753  -3.714  0.096
H  5.290  5.266  -5.491  0.105
H  6.571  4.127  -5.018  0.108
Cl  3.002  -2.421  0.344  0.538
C  -3.037  -1.539  -4.352  -0.480
F  -2.117  -1.087  -3.442  -0.005
F  -2.313  -2.260  -5.262  0.019
F  -3.849  -2.393  -3.706  0.145
S  -3.951  -0.151  -5.328  0.513
O  -2.898  0.695  -5.904  -0.322
O  -4.656  -0.794  -6.425  -0.302
O  -4.729  0.620  -4.362  -0.339
C  3.056  2.676  -1.455  -0.500
F  4.402  2.741  -1.656  0.099
F  2.546  3.595  -0.654  0.190
F  2.436  2.741  -2.677  0.100
S  2.721  0.896  -0.717  0.820
O  3.427  0.827  0.590  -0.475
O  1.266  0.741  -0.541  -0.304
O  3.246  -0.098  -1.691  -0.399
C  0.069  0.262  -4.610  -0.457
F  -1.192  0.480  -4.903  0.060
F  0.795  1.092  -5.392  0.131
F  0.362  0.457  -3.275  -0.057
S  0.342  -1.655  -5.174  0.734
O  0.136  -1.746  -6.623  -0.211
O  1.712  -1.897  -4.829  -0.459
O  -0.678  -2.415  -4.479  -0.433
C  -4.545  -0.473  1.448  -0.519
F  -3.941  0.706  1.353  0.074
F  -4.526  -0.968  2.724  0.111
F  -5.851  -0.418  1.124  0.161
S  -3.831  -1.822  0.192  0.762
O  -2.516  -2.254  0.777  -0.500
O  -4.937  -2.805  0.232  -0.222
O  -3.637  -1.198  -1.145  -0.221